A molecular structure, C17H17CaCl5NO2Si, computed with ωB97M-V/def2-TZVPD.

Results
Net charge: -1
Gap between HOMO and LUMO in eV: 6.3
Strongest force on any atom in eV/Å: 0.189

XYZ file:
```
44
Properties=species:S:1:pos:R:3:forces:R:3:lowdin_charge:R:1
Ca 0.20684 0.00423 -0.53390 0.02 0.04 0.10 1.18
Cl -3.72156 6.41496 1.57986 -0.01 0.01 0.00 0.63
C -2.95822 5.03890 0.86534 0.04 -0.02 0.00 -0.73
C -1.70511 4.61391 1.30797 -0.04 0.00 -0.01 -0.71
Cl -0.91777 5.46634 2.58676 0.02 0.01 0.01 0.66
C -1.09426 3.51427 0.73359 -0.13 0.00 -0.07 -0.60
Cl 0.44317 2.95386 1.27808 0.09 -0.04 0.03 0.70
C -1.69073 2.77604 -0.32658 0.10 0.09 0.12 -0.52
O -1.10720 1.77750 -0.85550 -0.08 -0.13 -0.11 -0.32
C -2.96992 3.22853 -0.73896 0.06 0.07 0.07 -0.62
Cl -3.73875 2.33974 -1.99790 -0.04 -0.04 -0.07 0.69
C -3.58123 4.33006 -0.15946 -0.01 -0.02 -0.01 -0.71
Cl -5.14050 4.83220 -0.71036 -0.02 0.00 -0.01 0.65
N -2.82501 -2.08514 1.34814 0.04 -0.05 0.02 0.18
C -1.53804 -1.92595 0.97250 -0.03 0.05 -0.05 -0.57
O -0.90295 -0.93395 1.35845 0.02 0.09 -0.02 -0.12
C -0.94487 -2.92868 0.02763 -0.06 -0.11 0.09 -0.28
C -0.71121 -2.21094 -1.31534 0.05 0.03 -0.06 -0.31
H -3.28025 -1.32202 1.82032 0.00 0.00 0.00 0.11
H -3.38208 -2.80510 0.92629 0.00 0.00 0.01 0.10
H -1.57701 -3.83185 0.00013 0.01 0.02 0.00 0.09
H 0.01463 -3.22159 0.46449 0.00 -0.01 -0.02 0.11
H -1.65733 -2.19193 -1.87217 0.01 0.01 -0.01 -0.01
H -0.00733 -2.80976 -1.90385 -0.03 0.00 -0.03 -0.01
C 4.28415 0.81040 -1.88046 0.01 0.01 -0.05 -0.29
Si 3.25924 0.02889 -0.45899 -0.02 0.01 0.01 0.50
C 4.13260 0.75894 1.08480 0.00 0.02 0.01 -0.31
C 3.90794 -1.78289 -0.50132 0.00 0.02 0.05 -0.33
C 3.50708 -2.64088 -1.53184 -0.04 -0.01 -0.07 -0.14
C 3.92906 -3.96024 -1.60535 0.02 -0.02 0.02 -0.11
C 4.76657 -4.47861 -0.62455 0.00 0.02 0.01 -0.13
C 5.17064 -3.65684 0.41737 0.00 -0.01 0.00 -0.12
C 4.74725 -2.33340 0.47076 0.04 -0.01 0.04 -0.12
H 5.35931 0.68682 -1.71195 0.01 0.00 0.00 0.01
H 4.07285 1.87985 -1.97146 0.01 0.00 0.03 0.00
H 4.04198 0.35558 -2.84492 0.00 -0.03 0.01 0.00
H 5.22141 0.63728 1.05063 0.00 -0.01 0.00 0.01
H 3.76775 0.30801 2.01201 0.01 -0.01 0.00 0.01
H 3.92614 1.83128 1.15217 -0.01 0.00 -0.02 0.00
H 2.83068 -2.27045 -2.29808 0.00 0.02 0.01 0.09
H 3.59442 -4.58946 -2.42234 0.00 0.00 0.00 0.09
H 5.09445 -5.51043 -0.66850 -0.01 0.00 -0.01 0.09
H 5.82019 -4.04346 1.19522 0.00 -0.02 -0.01 0.09
H 5.08588 -1.71879 1.29808 -0.02 0.02 -0.01 0.08
```
Forces are in eV/Å.

***

12 unconnected molecules or ions with the total composition C48H132N12O12 at a distorted geometry, computed with ωB97M-V/def2-TZVPD.

Results
Net charge: 0
Gap between HOMO and LUMO in eV: 9.0
SMILES: COC[C@H](C)N.COC[C@H](C)N.COC[C@H](C)N.COC[C@H](C)N.COC[C@H](C)N.COC[C@H](C)N.COC[C@H](C)N.COC[C@H](C)N.COC[C@H](C)N.COC[C@H](C)N.COC[C@H](C)N.COC[C@H](C)N
Strongest force on any atom in eV/Å: 2.844

XYZ file:
```
204
Properties=species:S:1:pos:R:3:forces:R:3:lowdin_charge:R:1
C 2.68909 2.14566 3.71352 0.97 -0.22 0.22 -0.12
O 1.32675 2.41592 3.84400 -0.51 0.54 -0.25 -0.20
C 1.09759 3.22960 4.98769 0.34 0.02 0.21 -0.20
C -0.38010 3.47194 5.17726 -1.14 -0.25 -0.55 -0.45
C -0.98858 4.36150 4.09221 1.00 0.30 0.12 -0.07
N -0.68085 4.07941 6.46934 0.55 -0.27 0.83 0.05
H 3.29101 3.05282 3.84534 -0.04 0.02 -0.02 0.09
H 2.96053 1.72397 2.74497 -0.54 0.06 -0.14 0.08
H 3.02020 1.41448 4.46480 -0.05 0.08 0.09 0.09
H 1.53667 2.68714 5.83524 -0.21 0.15 0.31 0.13
H 1.60882 4.19724 4.91092 0.18 -0.04 -0.18 0.13
H -0.83155 2.48410 5.00847 -0.16 -0.11 0.55 0.10
H -1.97368 4.74014 4.35735 -0.27 -0.53 -0.03 0.07
H -0.95729 3.83069 3.14238 -0.31 0.25 -0.10 0.06
H -0.39926 5.27858 3.99553 0.20 -0.10 -0.10 0.08
H -0.10227 3.69648 7.21388 0.21 0.00 -0.21 0.07
H -1.61499 3.87273 6.80642 -0.20 0.09 -0.50 0.07
C 1.69069 1.75356 -6.86255 0.49 1.10 1.75 -0.07
O 0.85556 2.30165 -5.82622 -0.55 -0.35 -0.11 -0.21
C -0.46462 1.77041 -5.85679 0.93 -0.02 -0.17 -0.21
C -1.27560 2.34149 -4.69617 -0.47 -0.29 -0.09 -0.43
C -0.82708 1.85081 -3.33505 0.91 -0.12 0.08 -0.07
N -2.69386 2.00361 -4.94257 0.42 -0.16 -0.02 0.03
H 2.37567 1.05683 -6.37304 -0.07 -0.37 -0.39 0.07
H 2.27891 2.64649 -7.07765 0.20 -0.40 -1.01 0.08
H 1.15502 1.31488 -7.70170 -0.07 0.19 -0.06 0.09
H -0.85298 1.97353 -6.86128 -0.62 0.26 0.28 0.13
H -0.36980 0.67366 -5.80695 -0.35 -0.07 0.34 0.11
H -1.15513 3.42627 -4.64006 -0.09 0.04 -0.56 0.14
H -0.93805 0.77589 -3.16600 -0.29 -0.02 -0.18 0.08
H -1.37351 2.39475 -2.56444 0.07 -0.08 0.07 0.06
H 0.24368 2.04704 -3.21641 -0.05 0.16 0.18 0.07
H -2.69637 0.98477 -4.95044 -0.37 0.00 -0.13 0.07
H -3.22904 2.24583 -4.11427 -0.05 0.10 -0.05 0.07
C 1.72179 -0.76771 -0.32006 0.37 0.38 0.41 -0.11
O 0.44740 -0.26219 -0.03077 -0.72 0.10 -0.99 -0.20
C 0.28694 0.47677 1.15976 0.65 -0.39 0.64 -0.20
C -1.18569 0.72447 1.42091 -0.24 -0.59 0.30 -0.41
C -1.75434 1.78404 0.47469 -0.34 -0.89 -0.22 -0.03
N -1.38669 1.02704 2.84260 -0.07 -0.17 -0.43 0.06
H 1.80981 -1.03050 -1.37467 -0.23 0.48 -0.15 0.07
H 1.97770 -1.70668 0.18986 -0.26 0.10 0.52 0.07
H 2.44740 -0.00061 -0.03442 0.42 -0.21 -0.28 0.09
H 0.81943 -0.09518 1.93030 -0.57 0.00 0.52 0.12
H 0.75472 1.47307 1.21050 0.37 -0.02 -0.75 0.13
H -1.74390 -0.20273 1.24960 0.18 -0.10 -0.24 0.12
H -1.32863 2.76085 0.70326 -0.20 0.14 -0.17 0.08
H -2.84400 1.73736 0.54741 -0.03 0.59 0.45 0.07
H -1.61423 1.49423 -0.56995 0.58 0.15 0.06 0.05
H -0.72725 1.73851 3.13841 -0.23 0.06 0.01 0.03
H -2.37889 1.30363 2.95084 0.95 0.31 0.13 0.03
C -6.38629 1.51157 7.59534 -1.20 1.25 0.01 -0.10
O -5.51557 2.15805 6.67406 -0.40 -0.09 0.72 -0.18
C -5.55582 1.58310 5.39153 1.71 -0.59 0.41 -0.22
C -4.42983 2.21156 4.55745 -1.70 0.54 -0.04 -0.41
C -4.92913 3.56206 4.03144 0.54 -0.06 0.48 -0.05
N -4.14055 1.37711 3.39706 -0.79 -0.85 -0.05 0.04
H -7.37429 1.98085 7.50478 -0.26 -0.31 -0.37 0.08
H -6.17314 1.76375 8.63372 0.90 -0.19 -0.12 0.08
H -6.51674 0.43834 7.46474 0.44 -0.11 -0.15 0.09
H -5.26335 0.53434 5.55435 -0.51 -0.21 -0.44 0.12
H -6.49749 1.67854 4.83765 -0.23 -0.06 0.35 0.13
H -3.57131 2.36050 5.21310 0.18 -0.20 -0.26 0.12
H -5.24464 4.21938 4.84304 0.20 -0.04 0.10 0.09
H -5.81021 3.43646 3.39934 0.19 -0.10 -0.27 0.08
H -4.09381 4.01180 3.50143 -0.23 0.34 -0.32 0.05
H -4.04557 0.39830 3.67897 0.46 0.13 0.29 0.08
H -5.00757 1.30237 2.86274 0.13 0.45 -0.24 0.09
C -1.43840 10.20563 -0.63704 -0.44 0.26 -0.05 -0.11
O -1.09102 8.85010 -0.41727 0.14 0.94 0.26 -0.18
C -1.74712 8.30946 0.70267 -0.53 -1.13 -0.37 -0.23
C -1.57589 6.79450 0.62463 -0.28 -1.33 1.31 -0.43
C -2.35666 6.10855 1.73329 -1.64 0.75 0.91 -0.09
N -0.16620 6.38364 0.80759 0.19 1.17 -1.43 0.04
H -2.52308 10.31768 -0.73625 -0.11 -0.19 -0.23 0.08
H -0.96893 10.56728 -1.54787 0.11 -0.24 -0.06 0.09
H -1.18590 10.90617 0.16514 0.44 -0.34 0.28 0.09
H -1.35594 8.62039 1.68042 0.26 0.39 -0.15 0.13
H -2.81519 8.55940 0.68801 -0.03 0.10 -0.08 0.13
H -1.96421 6.36592 -0.30205 0.33 0.41 -0.30 0.14
H -3.43653 6.31232 1.68030 0.08 0.43 -0.24 0.08
H -2.06455 6.51855 2.70496 0.17 -0.14 0.01 0.07
H -2.38763 5.02644 1.82939 0.91 -0.10 -0.52 0.05
H 0.24299 6.75264 -0.05831 0.42 -0.57 0.08 0.07
H 0.24675 7.05303 1.45994 -0.12 -0.33 0.41 0.07
C -3.39473 -4.71420 3.11063 -0.22 0.87 0.41 -0.09
O -2.47406 -3.86544 2.40329 0.11 -1.15 0.38 -0.24
C -1.55173 -4.66707 1.64912 -0.08 -0.25 -0.45 -0.19
C -1.48058 -4.19588 0.18341 -0.26 0.76 0.00 -0.43
C -0.35566 -4.84147 -0.61645 -0.55 -0.35 1.02 -0.05
N -1.46951 -2.72251 0.11650 0.34 -0.45 0.78 0.07
H -4.20171 -4.95882 2.42116 -0.17 -0.30 0.20 0.08
H -3.77046 -4.18256 3.98796 -0.21 0.47 -0.39 0.09
H -2.97823 -5.60426 3.58617 0.49 -0.16 -0.61 0.09
H -0.58945 -4.65630 2.17396 0.12 0.03 -0.20 0.13
H -1.93606 -5.68936 1.61001 0.24 -0.14 0.20 0.12
H -2.42628 -4.52596 -0.26504 -0.03 0.09 -0.01 0.13
H -0.51226 -4.76268 -1.68878 0.09 0.14 0.00 0.08
H -0.41153 -5.89215 -0.31474 0.43 -0.15 -0.40 0.08
H 0.61306 -4.44138 -0.31189 0.06 0.01 -0.14 0.07
H -0.53032 -2.39729 0.35183 0.11 0.04 -0.50 0.05
H -1.94735 -2.48762 0.98594 -0.47 0.57 -0.35 0.03
C -4.61345 -1.31434 0.61592 -0.55 -0.68 -1.47 -0.08
O -5.90624 -1.81387 0.23681 0.19 0.47 0.07 -0.22
C -5.83541 -3.15882 -0.22555 0.04 0.56 0.48 -0.20
C -7.18898 -3.53404 -0.83962 0.23 -0.52 0.00 -0.45
C -7.07853 -4.80124 -1.67249 -0.14 0.30 0.20 -0.07
N -7.80673 -2.45100 -1.59927 -0.28 0.85 0.84 0.04
H -4.62341 -0.22728 0.65441 -0.31 0.00 0.41 0.07
H -3.98940 -1.56990 -0.24458 0.69 0.05 0.40 0.08
H -4.25710 -1.79944 1.52490 0.14 0.13 0.13 0.08
H -5.05531 -3.31353 -0.98389 0.11 0.41 -0.10 0.12
H -5.51055 -3.72196 0.65753 -0.36 -0.70 -0.19 0.12
H -7.91189 -3.74516 -0.04711 0.11 0.11 0.17 0.14
H -6.37464 -4.62925 -2.48858 -0.11 -0.21 -0.15 0.08
H -8.08041 -5.01400 -2.04305 0.15 -0.13 -0.29 0.08
H -6.75089 -5.65227 -1.07379 0.13 0.03 -0.02 0.08
H -7.82345 -1.71042 -0.89723 -0.49 0.15 -0.27 0.07
H -7.27350 -1.99152 -2.33200 0.52 -0.77 -0.15 0.08
C 0.56755 -2.13039 -4.94950 0.78 0.25 1.69 -0.13
O 0.41395 -3.44300 -5.41704 -0.09 0.24 -0.24 -0.18
C 0.37003 -3.56056 -6.83963 -0.76 0.03 1.13 -0.19
C -0.99637 -3.10595 -7.37250 0.86 -0.61 -1.89 -0.42
C -2.12471 -4.06103 -7.06961 -1.04 0.23 1.53 -0.07
N -0.94179 -3.05543 -8.86968 0.67 -0.12 0.43 0.02
H 1.38781 -1.58607 -5.42469 -0.23 0.03 -0.49 0.07
H 0.89199 -2.20652 -3.90424 0.19 -0.31 -0.03 0.08
H -0.30625 -1.48716 -4.79916 -0.43 -0.27 -0.95 0.08
H 1.19143 -2.98673 -7.28193 -0.02 0.07 -0.10 0.12
H 0.52816 -4.62764 -7.00222 -0.03 0.04 -0.37 0.13
H -1.17525 -2.08449 -7.03353 -0.25 -0.10 0.16 0.13
H -2.59747 -3.76638 -6.12648 -0.06 -0.06 -0.03 0.08
H -1.88292 -5.11341 -6.90760 0.57 0.09 -0.30 0.08
H -2.91105 -4.01811 -7.82235 0.11 0.17 -0.12 0.08
H 0.00781 -2.79113 -9.13119 -0.17 0.25 -0.19 0.06
H -1.00221 -4.02461 -9.17337 -0.14 0.06 -0.18 0.06
C -2.40639 0.43129 6.95981 0.98 0.76 0.53 -0.09
O -1.13536 -0.08806 7.34917 -0.54 -1.13 0.05 -0.17
C -0.28345 -0.49544 6.30232 0.42 1.14 -0.25 -0.21
C -0.56026 -1.76638 5.53219 -0.50 -2.40 -0.34 -0.42
C 0.66717 -2.17112 4.71580 1.23 1.51 -0.51 -0.07
N -1.72041 -1.67045 4.63839 -0.33 1.12 -0.42 0.05
H -2.16034 1.45516 6.65731 -0.63 0.07 -0.53 0.06
H -2.99820 0.52340 7.86979 -0.09 -0.21 -0.04 0.09
H -2.92846 -0.14677 6.19918 0.16 -0.04 -0.05 0.07
H -0.20105 0.30374 5.54700 -0.26 0.10 -0.12 0.11
H 0.70643 -0.47653 6.76203 0.05 -0.61 0.00 0.13
H -0.83665 -2.61686 6.16818 0.33 0.33 0.60 0.13
H 0.85461 -1.29190 4.07997 0.19 -0.02 -0.06 0.07
H 0.63699 -2.97616 3.98050 -0.78 -0.33 0.39 0.06
H 1.60677 -2.30507 5.26130 -0.23 -0.07 0.35 0.07
H -1.59789 -0.83084 4.06201 -0.05 0.11 0.07 0.03
H -1.71511 -2.41291 3.94578 0.04 -0.30 0.25 0.04
C 3.69200 -3.50091 -2.19322 1.16 -0.38 0.59 -0.09
O 4.51401 -2.65644 -2.96116 -0.31 0.57 -0.24 -0.24
C 5.78171 -3.21869 -3.29702 -0.42 1.16 -0.17 -0.18
C 6.75114 -2.04541 -3.67142 -1.78 -1.19 -0.30 -0.44
C 8.05149 -2.67360 -4.13756 0.00 1.06 0.48 -0.07
N 6.84601 -1.06542 -2.59901 -0.12 -0.55 0.54 0.07
H 4.17070 -3.55644 -1.20547 -0.24 -0.40 0.15 0.07
H 3.67513 -4.50251 -2.63341 -0.34 -0.06 0.08 0.10
H 2.68879 -3.11431 -2.02521 0.03 0.23 -0.53 0.07
H 6.15208 -3.78961 -2.43855 0.20 -0.23 -0.14 0.13
H 5.60957 -3.80996 -4.20010 0.40 -0.54 0.20 0.13
H 6.20434 -1.60025 -4.51062 0.50 0.26 -0.17 0.13
H 8.48591 -3.31016 -3.36457 -0.16 -0.27 -0.12 0.08
H 8.76067 -1.85284 -4.25785 0.11 -0.18 -0.46 0.08
H 7.83765 -3.19980 -5.06549 0.47 -0.16 -0.01 0.08
H 6.43150 -1.56444 -1.81300 0.39 0.40 0.43 0.06
H 6.16997 -0.32464 -2.74753 0.14 0.08 -0.28 0.05
C 3.47135 -0.04262 -4.04201 0.98 0.23 1.66 -0.13
O 4.26089 0.92916 -4.71045 -1.69 0.72 -0.90 -0.19
C 4.05021 2.19785 -4.09246 1.39 0.04 0.71 -0.21
C 4.49351 3.39105 -4.91897 0.56 -0.68 -0.37 -0.45
C 5.88923 3.24199 -5.51441 -0.23 0.22 -0.20 -0.06
N 4.45658 4.56805 -4.02639 -0.88 -0.13 -0.98 0.04
H 4.00927 -0.17284 -3.09228 -0.06 -0.92 -0.05 0.07
H 3.39082 -0.96763 -4.60042 0.26 0.06 -0.06 0.08
H 2.49848 0.26265 -3.63528 -0.31 0.50 -0.97 0.08
H 3.01724 2.38553 -3.78711 -0.12 -0.41 -0.03 0.12
H 4.70682 2.20128 -3.21152 -0.33 0.14 0.35 0.13
H 3.76596 3.44257 -5.73866 0.16 0.36 -0.13 0.11
H 6.07523 4.08119 -6.19060 -0.02 -0.03 -0.09 0.07
H 5.96169 2.32348 -6.09529 0.12 -0.03 0.11 0.08
H 6.67557 3.29360 -4.75988 -0.12 -0.26 0.17 0.08
H 4.92346 5.31561 -4.53462 0.12 0.05 0.19 0.07
H 3.47350 4.83668 -4.08700 0.11 0.33 0.63 0.08
C 8.16469 -5.14109 1.40687 0.23 0.16 -0.45 -0.11
O 6.90971 -4.56783 1.10978 0.62 0.84 -0.27 -0.19
C 6.15216 -4.29864 2.26358 -0.75 -2.15 0.45 -0.24
C 4.80559 -3.65522 1.87540 2.71 0.76 0.40 -0.43
C 5.05909 -2.20069 1.47856 -0.68 -0.10 -0.96 -0.06
N 3.88431 -3.75587 2.99287 -1.02 -0.35 -0.47 0.05
H 8.76845 -4.44757 1.99784 -0.11 -0.28 0.54 0.09
H 8.76233 -5.28051 0.50430 -0.47 0.07 -0.32 0.08
H 8.03336 -6.13757 1.83622 0.13 0.12 0.48 0.09
H 5.93662 -5.29882 2.68771 -0.43 -0.02 -0.02 0.12
H 6.66677 -3.87392 3.13813 0.36 0.96 -0.61 0.13
H 4.60780 -4.15674 0.92706 -1.11 -0.42 0.43 0.12
H 5.34282 -1.57091 2.31879 -0.07 0.08 -0.04 0.08
H 4.16517 -1.84012 0.96093 -0.24 0.35 0.62 0.05
H 5.77812 -2.12799 0.65779 0.52 -0.20 0.42 0.07
H 4.34764 -3.78353 3.89227 0.28 0.21 -0.12 0.07
H 3.33619 -4.60667 2.95459 -0.01 0.02 -0.11 0.07
```
Forces are in eV/Å.